Formula: C43H53BrN6O4P
Source: the Open Molecules 2025 dataset
Level of theory: the ωB97M-V functional and the def2-TZVPD basis

Computed properties:
Gap between HOMO and LUMO = 6.7 eV
E_LUMO = -4.31 eV
Total charge = +1
Energy above the lowest of the compared OMol25 structures with the same formula, charge and spin = 0.0 kJ/mol

Geometry as XYZ:
```
108
Properties=species:S:1:pos:R:3:forces:R:3
C -1.432 5.360 -0.507 0.4790 -0.3882 0.5324
C -0.894 4.545 0.442 -0.6045 0.5996 -0.3491
C -1.674 3.393 0.965 -0.5562 0.5965 1.1639
C -2.449 3.554 2.097 0.2340 -0.2229 -0.2461
N -3.215 2.558 2.595 0.2665 -0.7410 -0.2837
P -4.195 3.095 4.051 0.0973 1.0635 0.2772
O -5.614 2.403 3.744 0.2315 -0.0946 -0.0158
Br -3.436 1.931 5.759 -0.0791 -0.1478 -0.4600
C -3.243 1.338 1.991 -0.0241 0.0409 0.0138
C -4.103 0.265 2.599 0.2259 -0.3385 -0.4172
C -5.482 0.074 1.920 0.0571 0.0677 -0.3415
C -5.772 0.990 0.740 -0.6898 -0.3304 0.0685
O -7.082 0.636 0.313 -0.0232 0.0392 0.0359
C -2.495 1.097 0.815 -0.0638 0.4279 0.3658
C -2.622 -0.238 0.133 0.2609 -0.0707 -0.3763
C -1.387 -1.193 0.130 -0.5810 0.1177 0.5058
C -0.186 -0.853 1.003 0.7158 -0.8900 -0.7217
C 1.000 -1.762 0.561 -0.1151 0.0023 0.0375
C 2.328 -1.032 0.478 0.0018 0.5509 0.0329
C 2.422 0.062 -0.599 0.3172 -0.5220 0.1434
C 2.070 -0.372 -2.020 -0.2052 0.6497 -0.1718
C -1.697 2.145 0.306 0.0314 -0.0071 0.5808
C -0.872 1.927 -0.950 0.3469 0.1747 0.3789
O -1.127 1.078 -1.733 -0.5009 -0.5119 -0.7809
O 0.213 2.726 -1.095 -0.3323 0.3978 0.3997
H -0.868 5.558 -1.413 0.6055 1.6738 0.6354
H -2.386 5.851 -0.345 -0.8737 -1.2566 -0.9049
H 0.088 4.745 0.858 0.7494 -1.0910 -1.0556
H -2.464 4.499 2.619 -0.0816 0.0289 0.1278
H -6.135 3.024 3.212 -0.2935 -0.1012 0.1150
H -3.541 -0.652 2.447 0.0849 -0.1315 0.2058
H -4.181 0.381 3.672 -0.1380 0.1241 0.0201
H -5.562 -0.939 1.528 0.0195 -0.1463 0.1053
H -6.298 0.203 2.625 0.0475 0.0131 0.1901
H -5.772 2.039 1.056 0.2772 0.1241 -0.1468
H -5.085 0.823 -0.088 0.3032 0.2151 0.0629
H -7.252 1.031 -0.546 -0.0527 0.0242 -0.0243
H -3.479 -0.785 0.499 -0.1498 0.0886 0.1896
H -2.829 -0.024 -0.910 -0.1706 0.0276 -0.0741
H -1.761 -2.152 0.487 0.0328 -0.1684 -0.1234
H -1.092 -1.351 -0.901 0.1879 0.1449 -0.0876
H -0.388 -1.110 2.040 -0.1601 0.5453 0.2309
H 0.155 0.176 0.898 -0.2195 0.2051 0.2157
H 0.748 -2.203 -0.402 0.0830 -0.0959 -0.1102
H 1.102 -2.601 1.248 -0.0129 -0.0481 0.0829
H 3.165 -1.715 0.360 -0.0775 -0.3238 -0.0083
H 2.469 -0.528 1.435 0.2114 -0.0203 0.2352
H 1.855 0.937 -0.284 -0.1779 0.0148 -0.1283
H 3.465 0.382 -0.608 0.0300 0.2277 0.0712
H 1.668 0.494 -2.548 -0.0464 -0.0143 -0.1736
H 1.306 -1.143 -2.080 -0.0192 -0.1135 0.0710
H 2.937 -0.686 -2.596 0.0863 -0.2481 0.0824
H 0.057 3.305 -1.855 0.4174 -0.1273 -0.2036
N -6.809 -5.197 -1.102 0.0005 0.0267 0.0448
C -6.946 -3.874 -1.125 0.0399 -0.0146 -0.0513
C -7.454 -3.134 -0.067 0.0128 0.0435 0.0219
C -7.846 -3.809 1.078 0.0078 0.0100 0.0314
C -7.713 -5.187 1.117 0.0137 0.0313 -0.0049
C -7.190 -5.830 0.005 0.0214 -0.0511 -0.0483
H -6.631 -3.386 -2.041 -0.0193 0.0362 0.0123
H -7.541 -2.057 -0.140 -0.0113 0.0010 -0.0095
H -8.250 -3.269 1.926 -0.0170 -0.0004 -0.0056
H -8.008 -5.754 1.989 -0.0008 -0.0204 -0.0073
H -7.067 -6.907 -0.005 -0.0235 -0.0042 0.0393
N 4.246 -1.273 -5.453 0.0100 -0.0620 0.0117
C 5.379 -1.826 -5.024 -0.0097 0.0843 0.0384
C 5.800 -3.097 -5.384 -0.0270 -0.0106 -0.0073
C 4.998 -3.839 -6.235 0.0089 -0.0359 -0.0065
C 3.814 -3.281 -6.689 0.0223 -0.0012 0.0184
C 3.487 -2.001 -6.270 -0.0383 0.0767 0.0129
H 5.977 -1.213 -4.358 0.0356 -0.0328 -0.0006
H 6.733 -3.492 -5.006 0.0072 0.0144 0.0111
H 5.291 -4.836 -6.539 0.0020 -0.0001 -0.0047
H 3.158 -3.825 -7.354 -0.0114 0.0131 -0.0076
H 2.571 -1.527 -6.605 -0.0123 -0.0387 -0.0241
N 1.223 6.541 -2.985 -0.0103 -0.1840 0.0279
C 2.292 7.083 -2.404 -0.0703 0.0434 0.0447
C 3.597 6.758 -2.742 -0.0109 -0.0224 -0.0277
C 3.807 5.815 -3.734 0.0359 -0.0013 -0.0024
C 2.707 5.239 -4.350 0.0069 0.0053 0.0136
C 1.444 5.637 -3.941 -0.0797 0.0136 0.0343
H 2.086 7.815 -1.631 0.0446 0.0126 0.0003
H 4.427 7.233 -2.237 -0.0075 0.0145 0.0100
H 4.810 5.533 -4.025 0.0025 -0.0004 -0.0014
H 2.824 4.499 -5.129 -0.0171 -0.0037 -0.0053
H 0.557 5.214 -4.403 0.0329 -0.0030 -0.0513
N 4.725 -3.993 0.789 0.0418 -0.0108 -0.0386
C 5.934 -3.705 1.265 -0.0560 0.0493 0.0491
C 7.109 -4.241 0.758 -0.0141 -0.0155 -0.0209
C 7.023 -5.129 -0.302 0.0306 -0.0108 -0.0179
C 5.772 -5.441 -0.809 0.0178 0.0184 0.0135
C 4.660 -4.847 -0.231 -0.0856 0.0309 0.0124
H 5.958 -3.009 2.096 0.0454 -0.0024 -0.0017
H 8.064 -3.968 1.185 -0.0044 0.0069 0.0166
H 7.916 -5.570 -0.725 0.0020 -0.0035 0.0025
H 5.658 -6.130 -1.635 -0.0198 -0.0014 -0.0027
H 3.664 -5.064 -0.600 0.0175 -0.0312 -0.0325
N 1.954 1.200 4.343 0.0746 0.0104 -0.0336
C 0.970 1.096 5.230 -0.1016 0.0093 0.0126
C 1.170 0.928 6.591 -0.0253 0.0013 -0.0174
C 2.472 0.860 7.060 0.0158 -0.0021 0.0543
C 3.511 0.965 6.151 -0.0290 -0.0019 0.0087
C 3.200 1.135 4.811 -0.0150 0.0113 -0.1371
H -0.037 1.150 4.823 -0.0146 -0.0156 0.0503
H 0.328 0.852 7.266 -0.0089 -0.0083 -0.0049
H 2.672 0.728 8.115 0.0015 -0.0014 0.0019
H 4.542 0.916 6.472 0.0104 0.0023 -0.0157
H 3.986 1.223 4.069 0.0254 -0.0091 0.0211
```
Positions in Å, forces in eV/Å.

=====

Formula: C43H53N8RuSbSeSi3
Source: the Open Molecules 2025 dataset
Level of theory: the ωB97M-V functional and the def2-TZVPD basis

Computed properties:
Gap between HOMO and LUMO (alpha / beta) = 7.3 / 6.2 eV
E_LUMO (alpha / beta) = 2.11 / 0.96 eV
Multiplicity = 2
Total charge = -1
Energy above the lowest of the compared OMol25 structures with the same formula, charge and spin = 97.7 kJ/mol

Geometry as XYZ:
```
110
Properties=species:S:1:pos:R:3:forces:R:3
Ru 0.666 0.131 0.068 -0.5924 -1.1514 1.1244
C -0.700 0.045 3.114 0.0608 0.0267 0.0503
N 0.431 -0.197 2.222 0.7723 0.3201 0.2653
C 1.573 -0.411 2.792 -0.2043 0.1401 0.1130
C 2.746 -0.386 2.017 0.1114 -0.0236 0.1603
C 4.093 -0.573 2.329 -0.3361 -0.0547 0.1160
C 4.790 -0.383 1.141 -0.0383 0.0542 -0.2584
C 3.842 -0.078 0.159 0.1975 0.0458 -0.0639
N 2.610 -0.062 0.682 -0.5886 0.1775 0.0052
C -1.083 -1.142 3.964 -0.0581 -0.0289 0.0041
C -1.757 -0.928 5.163 -0.0181 0.0036 -0.0273
C -2.202 -1.997 5.927 -0.0109 -0.0007 -0.0020
C -1.970 -3.298 5.503 -0.0270 0.0202 0.0125
C -1.283 -3.522 4.319 0.0276 -0.0597 -0.0303
C -0.843 -2.450 3.556 0.1129 0.0011 0.1662
H -1.547 0.349 2.501 -0.0365 0.0389 0.0342
H -0.485 0.908 3.752 0.0446 -0.0541 0.0191
H 1.636 -0.554 3.871 0.0291 -0.0556 0.0070
H 4.490 -0.818 3.301 0.0061 -0.0202 0.0187
H 5.852 -0.455 0.983 0.0262 0.0046 -0.0101
H 4.020 0.105 -0.880 -0.0042 0.1265 -0.1208
H -1.938 0.088 5.496 -0.0047 0.0097 0.0014
H -2.725 -1.812 6.857 -0.0078 0.0003 0.0149
H -2.311 -4.135 6.099 -0.0069 -0.0118 0.0147
H -1.077 -4.530 3.983 0.0410 -0.0077 -0.0189
H -0.289 -2.638 2.645 0.0400 -0.0347 0.0537
C -1.486 1.838 -4.276 -0.0937 0.0539 0.0198
Sb -1.147 1.884 -2.134 0.1835 -0.3333 -0.4585
C 0.193 0.154 -2.015 0.9410 0.9024 -0.8140
C -0.306 -1.046 -2.770 -0.1154 0.0991 0.1836
C -0.947 -2.157 -2.209 0.0931 -0.1110 -0.0949
C -1.277 -3.239 -2.999 0.1202 -0.0804 -0.0048
C -1.027 -3.193 -4.362 0.0197 -0.0384 0.0263
C -0.462 -2.034 -4.857 0.0521 -0.0946 -0.0025
N -0.106 -1.005 -4.097 0.0609 -0.0365 -0.0492
Si 1.878 0.601 -2.847 -0.6189 0.2327 0.0373
C 1.965 1.225 -4.637 0.1335 -0.0466 0.0826
C 2.729 2.071 -2.006 0.0430 -0.0754 -0.0829
C 2.888 -0.991 -2.841 -0.0125 0.0422 0.0127
C -3.241 1.385 -1.470 0.0215 0.0884 0.1392
C -3.205 0.491 -0.260 0.0206 0.0058 -0.0689
C -4.342 0.340 0.549 0.0075 -0.0377 0.0371
C -4.398 -0.651 1.508 -0.0064 0.0150 -0.0227
C -3.311 -1.497 1.664 -0.0516 -0.0111 -0.0518
C -2.191 -1.225 0.906 -0.1130 -0.0673 -0.0112
N -2.110 -0.243 0.003 0.1106 -0.0893 0.0123
Si -3.941 3.129 -1.055 -0.0021 -0.0820 -0.1066
C -3.328 3.712 0.611 -0.0499 -0.0321 -0.0274
C -5.831 3.251 -0.986 0.0834 -0.0185 0.0499
C -3.444 4.399 -2.353 -0.0202 -0.0284 0.0841
Si -4.340 0.516 -2.772 0.0414 -0.1104 -0.0532
C -3.549 -1.016 -3.494 -0.1672 0.1488 0.0420
C -4.889 1.661 -4.164 0.0297 -0.0120 0.0527
C -5.949 -0.161 -2.040 0.0828 0.0300 -0.0484
H -0.503 1.849 -4.738 0.0091 -0.0099 0.0357
H -2.020 2.743 -4.565 -0.0334 0.0263 -0.0280
H -2.015 0.958 -4.635 0.0125 0.0590 -0.0081
H -1.164 -2.178 -1.159 -0.0886 -0.0045 -0.0431
H -1.722 -4.118 -2.549 -0.0183 -0.0156 -0.0081
H -1.251 -4.026 -5.012 -0.0232 -0.0159 -0.0142
H -0.260 -1.928 -5.920 -0.0078 -0.0005 -0.0259
H 1.623 2.257 -4.740 -0.0334 0.0257 0.0198
H 1.421 0.594 -5.332 -0.0178 -0.0400 -0.0486
H 3.025 1.218 -4.907 0.0604 0.0279 -0.0728
H 2.328 2.973 -2.472 0.0135 0.0462 0.0116
H 3.790 2.051 -2.271 0.0625 -0.0084 0.0183
H 2.644 2.179 -0.927 -0.0133 -0.0673 -0.0003
H 2.460 -1.670 -3.577 -0.0324 -0.0449 -0.0675
H 2.901 -1.506 -1.881 -0.0400 0.0055 -0.0261
H 3.921 -0.794 -3.141 0.0443 0.0227 0.0118
H -5.199 0.973 0.379 -0.0047 0.0143 -0.0079
H -5.289 -0.774 2.111 -0.0142 -0.0020 0.0107
H -3.298 -2.301 2.387 -0.0298 0.0048 -0.0334
H -1.287 -1.807 1.047 -0.1320 0.0610 -0.0677
H -3.495 2.976 1.400 -0.0291 -0.0290 0.0205
H -3.852 4.631 0.885 -0.0040 0.0265 0.0081
H -2.262 3.923 0.586 0.1741 0.0291 -0.0013
H -6.267 2.750 -0.121 -0.0157 -0.0351 0.0233
H -6.336 2.888 -1.878 -0.0258 -0.0378 -0.0380
H -6.068 4.314 -0.889 -0.0028 0.0429 0.0169
H -2.370 4.583 -2.377 0.0342 -0.0085 0.0052
H -3.925 5.343 -2.086 -0.0351 0.0355 0.0051
H -3.774 4.134 -3.357 -0.0135 -0.0359 -0.0497
H -2.621 -0.848 -4.039 -0.1017 -0.0255 0.0517
H -4.265 -1.484 -4.175 -0.0408 -0.0012 -0.0399
H -3.336 -1.733 -2.701 -0.1229 0.0757 -0.0356
H -4.067 2.102 -4.721 0.0226 0.0026 -0.0046
H -5.535 2.465 -3.812 -0.0119 0.0391 -0.0034
H -5.475 1.058 -4.862 -0.0177 -0.0362 -0.0162
H -5.766 -0.990 -1.357 0.0244 -0.0239 0.0230
H -6.531 -0.554 -2.879 -0.0138 0.0016 -0.0352
H -6.567 0.573 -1.528 -0.0538 0.0870 0.0476
Se 0.344 2.437 1.106 0.2972 -0.3969 -0.1755
C 0.520 4.216 0.434 -0.2224 0.2511 -0.1467
C 0.658 4.657 -0.878 0.0929 -0.0762 0.0147
C 0.722 6.019 -1.141 0.0231 -0.0353 -0.0435
N 0.658 6.971 -0.217 -0.0208 0.0294 0.0623
C 0.527 6.548 1.042 0.0280 0.0644 -0.0101
C 0.458 5.219 1.410 -0.0130 -0.1670 -0.0161
H 0.700 3.960 -1.698 0.0407 0.0653 0.0551
H 0.828 6.356 -2.167 0.0033 -0.0020 -0.0095
H 0.475 7.320 1.802 -0.0013 0.0019 0.0050
H 0.351 4.953 2.454 -0.0055 -0.0067 0.0162
N 0.858 -1.913 -0.071 -0.0891 0.4209 -0.0883
C 0.926 -3.067 -0.052 0.0644 -0.2374 0.2982
C 0.939 -4.452 0.013 0.0213 0.2690 -0.1589
C 0.814 -5.088 1.265 -0.0128 -0.0725 0.2116
N 0.691 -5.602 2.292 -0.0062 0.0374 -0.0134
C 1.018 -5.207 -1.178 -0.0066 -0.1148 -0.2180
N 1.076 -5.819 -2.155 -0.0026 -0.0014 0.0510
```
Positions in Å, forces in eV/Å.